C2HCl6N5 in the gas phase at a distorted geometry, computed with ωB97M-V with the def2-TZVPD basis set.

Values from the calculation:
- expectation value of S² = 2.035
- max |F| (eV/A) = 5.8
- spin multiplicity = 3
- orbital gap (alpha / beta) (eV) = 5.70 / 5.39
- LUMO level (alpha / beta) (hartree) = -0.04351 / -0.12841

Bonds (Å) are listed after each position.
CARTESIAN COORDINATES (ANGSTROEM)
1 C -0.39 0.04 0.73  N3 1.319, N5 1.408, N6 1.319
2 C -3.42 0.97 0.08  N4 1.288, N7 1.341, Cl8 1.846
3 N -0.81 1.16 1.29  C1 1.319, Cl8 1.656
4 N -3.66 1.82 -0.86  C2 1.288, Cl9 1.717
5 N 0.99 0.05 0.48  C1 1.408, Cl10 1.782, H14 1.049
6 N -1.16 -0.98 0.42  C1 1.319, Cl11 1.653
7 N -4.17 -0.15 0.06  C2 1.341, Cl12 1.747, Cl13 1.700
8 Cl -2.43 1.06 1.63  C2 1.846, N3 1.656
9 Cl -2.81 3.31 -0.84  N4 1.717
10 Cl 1.77 1.64 0.71  N5 1.782
11 Cl -0.43 -2.30 -0.27  N6 1.653
12 Cl -4.08 -1.51 1.15  N7 1.747
13 Cl -5.28 -0.50 -1.19  N7 1.700
14 H 1.11 -0.15 -0.54  N5 1.049